Computed, not measured: C41H54N4O12PTi as an isolated structure, with wB97M-V/def2-TZVPD.

Properties
Spin multiplicity: 2
Kohn-Sham gap (alpha / beta) (eV): 6.2 / 7.7
Maximum force (eV/A): 0.33
HOMO level (alpha / beta) (eV): -5.82 / -7.30

XYZ file:
```
113
Properties=species:S:1:pos:R:3:lowdin_charge:R:1
Ti -0.24315 0.35543 0.46992 1.179
C -2.80728 -1.28584 -3.63934 -0.040
O -2.50932 -2.31753 -2.71460 -0.068
C -3.52920 -2.83388 -1.98587 -0.225
C -4.87287 -2.59127 -2.21676 -0.009
C -5.82294 -3.18876 -1.39194 -0.075
C -5.44491 -4.02366 -0.35666 -0.082
C -4.09320 -4.24740 -0.11671 -0.028
C -3.14007 -3.64549 -0.90811 -0.190
N -1.73182 -3.80697 -0.66054 0.154
C -0.99444 -2.63411 -0.55070 -0.341
N 0.18511 -2.58281 -1.23559 0.170
C 0.51466 -1.42253 -1.99421 -0.200
C 0.30479 -0.12361 -1.55495 -0.125
C 0.63312 0.90764 -2.44773 -0.122
C 1.16082 0.66231 -3.70272 -0.095
C 1.38922 -0.64956 -4.11387 -0.057
C 1.06964 -1.68918 -3.25616 -0.241
O 1.25336 -3.01609 -3.55834 -0.098
C 1.95368 -3.33239 -4.74159 -0.071
N -1.34722 -1.61545 0.14424 0.112
C -2.59091 -1.37517 0.80504 -0.193
C -2.83808 -2.01438 2.10933 -0.002
C -3.02814 -1.34011 3.24793 -0.006
C -3.16400 0.15292 3.41689 -0.109
C -3.63992 0.80871 1.40433 -0.049
C -3.16026 -0.21012 0.44845 -0.152
O -2.43994 0.41002 -0.58940 -0.178
C -2.99185 1.53615 -1.25941 -0.051
H -1.84696 -0.91359 -3.98993 0.094
H -3.35241 -0.47599 -3.15015 0.083
H -3.39231 -1.66354 -4.48186 0.098
H -5.18920 -1.94730 -3.02456 0.107
H -6.87198 -2.99582 -1.57591 0.105
H -6.19226 -4.48675 0.27264 0.102
H -3.76267 -4.87343 0.70162 0.116
H -1.30478 -4.46161 -1.30230 0.145
H 0.43662 -3.42693 -1.72830 0.134
H 0.49028 1.93839 -2.13679 0.087
H 1.40304 1.48214 -4.36907 0.101
H 1.78965 -0.85033 -5.09843 0.101
H 2.07313 -4.41240 -4.74937 0.098
H 2.94292 -2.86428 -4.75439 0.083
H 1.40074 -3.02132 -5.63195 0.096
H -2.76877 -3.09658 2.14899 0.103
H -3.17260 -1.92163 4.15293 0.112
H -3.07459 0.45251 4.45918 0.155
H -3.92110 1.72552 0.89558 0.140
H -2.43850 1.62282 -2.19318 0.095
H -2.85397 2.45348 -0.68424 0.093
H -4.05241 1.37897 -1.46585 0.106
C -7.14887 0.82903 3.64740 -0.088
O -6.33962 1.98317 3.54582 -0.091
C -5.00292 1.85204 3.25569 -0.222
C -4.24457 2.96302 3.55209 -0.029
C -2.90658 3.24224 3.24913 -0.010
C -2.02748 2.40361 2.48578 -0.091
C -1.08006 2.90843 1.63862 -0.304
C -0.53749 4.29949 1.63759 -0.002
O -0.50776 2.15727 0.65603 -0.178
C -2.33880 0.94043 2.36162 -0.348
O -1.20468 0.23875 2.03063 -0.182
C -4.47397 0.57492 2.68214 -0.115
H -8.11161 1.17361 4.01708 0.091
H -6.73585 0.10339 4.35349 0.097
H -7.29857 0.34401 2.67932 0.089
H -4.80381 3.75577 4.03696 0.117
H -2.56345 4.23787 3.49158 0.094
H -0.95035 4.92490 2.42342 0.070
H -0.72316 4.77635 0.67187 0.089
H 0.54256 4.21887 1.78526 0.079
H -5.22758 -0.20270 2.62079 0.131
N 4.75902 -0.69688 -3.13791 0.026
C 5.09583 -1.98485 -2.55399 -0.157
C 4.10900 -2.37251 -1.45486 -0.549
O 4.05767 -3.48760 -1.00538 0.090
O 3.31885 -1.39274 -1.04309 0.107
H 5.56477 -0.20688 -3.49829 0.085
H 3.55876 -0.57759 -1.52985 0.097
H 4.06108 -0.76891 -3.86766 0.060
H 6.07266 -1.92189 -2.07119 0.130
H 5.14443 -2.82215 -3.25492 0.117
C 5.48007 -1.27634 1.88021 -0.020
C 4.48721 -0.30013 2.48777 -0.610
C 3.36588 -1.04636 3.19738 -0.029
C 5.17422 0.68752 3.42053 -0.029
O 3.97086 0.44443 1.34432 -0.155
P 2.61211 1.26325 1.35419 0.317
O 2.41725 2.14007 2.51578 -0.225
O 1.47550 0.22038 1.11416 -0.307
O 2.66870 1.97906 -0.05846 -0.155
C 3.51502 3.09711 -0.45916 -0.602
C 4.27401 3.71081 0.70862 -0.032
C 2.56739 4.11452 -1.07637 -0.012
C 4.47189 2.53313 -1.49394 -0.028
H 5.97523 -1.84728 2.66667 0.092
H 6.24085 -0.73253 1.31699 0.088
H 4.96706 -1.97128 1.21446 0.075
H 3.79035 -1.64410 4.00584 0.093
H 2.85294 -1.71339 2.50439 0.093
H 2.64509 -0.35168 3.63015 0.085
H 5.60415 0.16335 4.27547 0.088
H 4.45421 1.42325 3.77746 0.078
H 5.97890 1.20224 2.89198 0.085
H 3.59323 4.08400 1.47067 0.082
H 4.87617 4.54040 0.33364 0.093
H 4.94483 2.98300 1.16642 0.079
H 1.84736 4.45598 -0.33328 0.079
H 2.02834 3.66966 -1.91322 0.075
H 3.12719 4.97599 -1.44573 0.091
H 5.11098 1.77594 -1.03729 0.084
H 5.10048 3.32572 -1.90458 0.090
H 3.90833 2.07164 -2.30581 0.073
```

Computed, not measured: C41H56AsNSn as an isolated structure, with wB97M-V/def2-TZVPD.

Properties
Spin multiplicity: 1
Kohn-Sham gap (eV): 6.7
Maximum force (eV/A): 0.55
HOMO level (eV): -13.81
Charge: +2

XYZ file:
```
100
Properties=species:S:1:pos:R:3:lowdin_charge:R:1
Sn 2.34357 -0.04774 -0.94007 1.519
C 3.56064 1.97426 -0.54425 -0.145
C 2.57336 1.88481 0.49624 -0.254
C 2.93637 0.73658 1.30573 -0.231
C 4.11610 0.18164 0.70818 -0.131
C 4.52752 0.95110 -0.40321 -0.329
C 5.78298 0.78157 -1.23550 -0.565
C 5.47909 0.99431 -2.72219 -0.041
C 6.38361 -0.60999 -1.03296 -0.040
C 6.78308 1.85007 -0.76358 -0.020
C 2.36823 0.15914 2.61465 -0.520
C 1.02684 -0.56245 2.38855 -0.061
C 3.34058 -0.88761 3.18007 -0.052
C 2.22544 1.25180 3.68418 -0.025
C 1.50972 2.98599 0.60081 -0.524
C 0.14606 2.48352 1.06980 -0.047
C 1.28206 3.62274 -0.78445 -0.049
C 2.04176 4.08993 1.53099 -0.011
H 3.63180 2.78755 -1.24995 0.128
H 4.67560 -0.65158 1.10053 0.117
H 4.72745 0.28726 -3.08418 0.073
H 6.38416 0.83822 -3.30977 0.099
H 5.12404 2.00639 -2.92698 0.089
H 5.67966 -1.40112 -1.30442 0.090
H 6.70013 -0.77204 -0.00043 0.092
H 7.26555 -0.72239 -1.66367 0.099
H 6.38043 2.85660 -0.89477 0.092
H 7.70449 1.77677 -1.34342 0.099
H 7.03526 1.71671 0.29029 0.097
H 1.15822 -1.39963 1.69474 0.067
H 0.26187 0.10318 1.99286 0.043
H 0.66371 -0.97458 3.33339 0.100
H 3.44370 -1.75629 2.52580 0.092
H 2.95458 -1.24400 4.13486 0.097
H 4.33108 -0.46734 3.36210 0.103
H 1.42487 1.95683 3.48348 0.059
H 3.15483 1.81424 3.79265 0.105
H 2.01284 0.78091 4.64524 0.098
H -0.18494 1.65135 0.44506 0.046
H -0.58994 3.28350 0.96643 0.098
H 0.12496 2.16486 2.10763 0.068
H 1.08025 2.87612 -1.55854 0.077
H 2.12777 4.23025 -1.10913 0.090
H 0.41788 4.28550 -0.73291 0.095
H 2.17931 3.74163 2.55385 0.073
H 1.33804 4.92462 1.54906 0.101
H 3.00078 4.46852 1.17155 0.099
C -5.24826 3.46607 2.71576 -0.020
C -4.39257 2.46466 1.99278 -0.219
C -3.92598 2.72602 0.70813 0.009
C -3.12351 1.84020 0.00339 -0.266
C -2.68196 2.22898 -1.38524 -0.042
C -2.81918 0.62727 0.65184 -0.272
As -1.99698 -0.78031 -0.27940 1.461
N -0.85511 -0.31468 -1.43157 -0.173
C -0.49252 -1.07413 -2.56938 -0.447
C -0.18933 -0.30244 -3.69455 -0.057
C 0.11422 -0.92268 -4.89610 -0.054
C 0.16849 -2.30830 -4.97017 -0.051
C -0.07303 -3.07522 -3.83555 -0.050
C -0.40909 -2.46676 -2.63645 -0.042
C -2.94292 -2.40743 -0.44291 -0.278
C -4.10605 -2.34633 -1.21757 -0.254
C -4.56956 -1.09712 -1.92348 -0.035
C -4.84452 -3.51888 -1.32813 0.017
C -4.45801 -4.69605 -0.70158 -0.222
C -5.28192 -5.94703 -0.82909 -0.023
C -3.27974 -4.70616 0.04980 0.013
C -2.50029 -3.57498 0.20746 -0.281
C -1.24209 -3.64141 1.03896 -0.045
C -3.25653 0.32424 1.95652 -0.261
C -2.90547 -0.95396 2.66782 -0.043
C -4.04515 1.25970 2.59958 0.014
H -5.07864 4.47494 2.34427 0.088
H -5.05623 3.44826 3.78744 0.090
H -6.30539 3.23264 2.56958 0.101
H -4.19041 3.66412 0.23285 0.133
H -2.65946 3.31420 -1.47018 0.092
H -3.39549 1.86515 -2.12843 0.090
H -1.69812 1.84722 -1.64118 0.038
H -0.23310 0.77722 -3.62212 0.111
H 0.31665 -0.32171 -5.77269 0.118
H 0.41055 -2.79059 -5.90791 0.118
H 0.00254 -4.15359 -3.88453 0.118
H -0.57817 -3.06674 -1.75599 0.088
H -3.73793 -0.48099 -2.27680 0.053
H -5.19533 -0.48310 -1.27184 0.101
H -5.15995 -1.35751 -2.79975 0.097
H -5.74553 -3.50874 -1.93078 0.132
H -6.18996 -5.77292 -1.40210 0.085
H -5.56358 -6.32281 0.15544 0.095
H -4.71100 -6.73441 -1.32394 0.096
H -2.96743 -5.62735 0.52970 0.133
H -1.05564 -4.66040 1.37162 0.095
H -1.30861 -3.02655 1.93480 0.056
H -0.35852 -3.31893 0.48341 0.067
H -1.88120 -1.26557 2.45731 0.030
H -3.58007 -1.76810 2.39483 0.101
H -2.96762 -0.81885 3.74592 0.100
H -4.39060 1.05017 3.60576 0.134
```